The following is a quantum chemistry calculation of a 2-piece molecular cluster, C4H11P overall, from the Open Molecules 2025 dataset.

Bonds (Å) are listed after each position.
CARTESIAN COORDINATES (ANGSTROEM)
1 C 0.33782 -0.24226 1.70064  C2 1.469, H5 1.031, H6 1.088, H7 1.113
2 C 0.89479 0.68621 0.70775  C1 1.469, C3 1.476, P4 1.675
3 C 0.21612 1.99432 0.78674  C2 1.476, H8 1.063, H9 1.078, H10 1.040
4 P 1.78449 0.17380 -0.61550  C2 1.675, H11 1.407
5 H -0.28357 0.24848 2.36103  C1 1.031
6 H 1.13686 -0.70763 2.27456  C1 1.088
7 H -0.32228 -0.96590 1.17261  C1 1.113
8 H -0.74889 1.81503 0.37855  C3 1.063
9 H 0.21674 2.38122 1.79254  C3 1.078
10 H 0.63636 2.79408 0.27137  C3 1.040
11 H 2.40226 1.37680 -1.00394  P4 1.407
12 C -1.21015 -1.87410 -1.97448  H13 1.156, H14 1.075, H15 1.080, H16 1.114
13 H -2.17664 -2.24623 -1.46014  C12 1.156
14 H -1.48350 -1.98406 -3.00817  C12 1.075
15 H -0.43220 -2.59723 -1.78071  C12 1.080
16 H -0.96822 -0.85252 -1.60283  C12 1.114

Values from the calculation:
molecular weight = 90.1 g mol⁻¹
E_LUMO = 0.30 eV
Kohn-Sham gap = 8.8 eV
total charge = 0
HOMO level = -8.545 eV
SMILES = CC(C)=P.C